# 1
Molecular formula: C41H40BF5LiN5
Method: DFT, ωB97M-V/def2-TZVPD

XYZ file:
```
93
Properties=species:S:1:pos:R:3
Li -0.549 0.204 0.484
C 4.028 -4.065 1.556
C 4.258 -3.306 2.691
C 3.290 -2.391 3.174
C 2.051 -2.405 2.550
C 1.824 -3.148 1.445
C 2.805 -3.987 0.895
N 1.009 -1.503 2.836
N 1.285 -0.611 3.648
C 0.112 0.193 3.975
C 0.150 0.665 5.253
C -0.989 1.240 5.738
C -2.114 1.264 4.963
C -2.007 0.869 3.620
N -0.915 0.299 3.109
H 4.773 -4.782 1.094
H 5.279 -3.293 3.090
H 3.470 -1.644 3.988
H 0.859 -3.040 0.986
H 2.648 -4.472 -0.044
H 1.069 0.537 5.799
H -0.984 1.664 6.724
H -3.027 1.676 5.231
H -2.725 1.004 2.812
C -3.619 2.761 0.917
C -4.440 2.090 -0.214
C -4.984 0.725 0.026
C -3.588 2.181 -1.433
C -3.853 3.179 -2.335
C -3.092 3.456 -3.459
C -2.000 2.639 -3.663
C -1.723 1.493 -2.888
C -0.521 0.668 -3.273
C 0.739 1.553 -3.287
C -0.686 -0.080 -4.589
C -2.492 1.313 -1.713
N -2.126 0.373 -0.757
C -2.285 -0.898 -1.151
C -2.910 -1.307 -2.353
C -2.954 -2.611 -2.798
C -2.602 -3.634 -1.937
C -1.971 -3.308 -0.738
C -1.791 -2.017 -0.408
F -1.002 -1.753 0.709
H -4.100 2.751 1.929
H -3.465 3.785 0.577
H -2.644 2.259 1.027
H -5.321 2.783 -0.469
H -4.269 -0.112 0.177
H -5.536 0.433 -0.838
H -5.569 0.589 0.905
H -4.734 3.768 -2.181
H -3.360 4.345 -3.972
H -1.250 2.814 -4.413
H -0.372 -0.108 -2.534
H 0.695 2.382 -3.981
H 1.616 0.943 -3.516
H 0.932 2.032 -2.303
H -0.666 0.603 -5.426
H -1.599 -0.639 -4.550
H 0.165 -0.700 -4.821
H -3.252 -0.511 -3.034
H -3.416 -2.792 -3.752
H -2.684 -4.624 -2.311
H -1.567 -4.090 -0.105
C 4.235 -0.852 -1.771
C 2.962 -1.381 -1.621
C 2.041 -0.683 -0.813
C 2.361 0.487 -0.099
C 3.659 1.070 -0.363
C 4.552 0.386 -1.199
N 1.276 1.052 0.554
C 1.442 1.972 1.549
C 2.541 2.004 2.446
C 2.501 2.904 3.516
C 1.412 3.718 3.824
C 0.357 3.705 2.932
C 0.382 2.876 1.811
H 4.900 -1.448 -2.392
H 2.628 -2.321 -2.117
H 1.062 -1.097 -0.642
H 3.965 1.966 0.131
H 5.524 0.815 -1.504
H 3.455 1.452 2.203
H 3.429 3.054 4.089
H 1.420 4.344 4.697
H -0.482 4.345 3.079
H -0.461 2.830 1.146
F 3.160 -4.786 -4.555
B 3.477 -4.984 -3.241
F 2.369 -4.918 -2.418
F 4.157 -6.218 -3.074
F 4.367 -3.991 -2.852
```

The net charge is -2. As for the LUMO energy: 3.86 eV. The calculation puts the relative energy (zero: lowest compared OMol25 entry of this formula, charge and spin) at 3.9 kJ/mol.

---

# 2
Molecular formula: C4H7N3OS
Method: DFT, ωB97M-V/def2-TZVPD

XYZ file:
```
16
Properties=species:S:1:pos:R:3
C -1.029 -0.343 -0.457
C 0.697 -0.658 1.032
C 1.956 1.546 1.368
C -2.323 -1.604 -1.879
N -0.415 -1.093 0.283
N 0.576 1.174 -0.411
N 1.151 0.569 0.618
O -1.779 -0.294 -1.449
S 1.393 -1.364 2.344
H 2.494 2.210 0.614
H 1.215 2.026 1.881
H 2.788 1.052 2.050
H -3.153 -1.601 -1.190
H -1.468 -2.403 -1.569
H -2.634 -1.388 -2.943
H 0.532 2.173 -0.292
```

The net charge is 0. As for the LUMO energy (alpha / beta): -0.06 / -0.06 eV. The calculation puts the relative energy (zero: lowest compared OMol25 entry of this formula, charge and spin) at 559.0 kJ/mol.

---

# 3
Molecular formula: C8H7N3O4Pb
Method: DFT, ωB97M-V/def2-TZVPD

XYZ file:
```
23
Properties=species:S:1:pos:R:3
O 0.005 3.544 -1.190
C -0.068 2.454 -0.855
Pb -0.270 -0.015 -0.032
C 1.955 -1.171 -0.848
C -2.264 -1.368 -0.969
O 2.928 -1.682 -1.149
O -3.274 -1.844 -1.214
C -2.555 0.095 4.802
N -1.219 0.124 4.212
C -0.120 0.167 5.034
C 1.143 0.199 4.522
C 1.297 0.185 3.125
N 0.208 0.125 2.330
C -1.060 0.082 2.843
O -2.031 -0.001 2.036
N 2.476 0.210 2.491
H -3.095 -0.818 4.546
H -3.154 0.955 4.501
H -2.448 0.126 5.884
H -0.350 0.179 6.106
H 1.995 0.240 5.199
H 3.319 0.301 3.028
H 2.549 0.228 1.482
```

The net charge is +2. As for the LUMO energy: -8.15 eV.

---

# 4
Molecular formula: C22H27CoF6N10O2PS
Method: DFT, ωB97M-V/def2-TZVPD

XYZ file:
```
70
Properties=species:S:1:pos:R:3
Co 0.132 -1.460 -0.468
N 1.049 -5.106 -2.448
C 0.436 -4.563 -1.398
N 0.393 -3.256 -1.558
C 1.016 -3.052 -2.758
N 1.414 -4.160 -3.319
C 1.173 -1.717 -3.296
C 1.456 -1.473 -4.643
N 1.471 -0.239 -5.107
C 1.271 0.768 -4.268
C 1.078 0.533 -2.914
N 1.000 -0.708 -2.443
H 1.283 -6.070 -2.630
H 0.037 -5.105 -0.558
H 1.658 -2.290 -5.324
H 1.277 1.767 -4.682
H 0.992 1.354 -2.213
C -1.441 1.706 3.927
C -0.614 2.531 2.941
N -1.214 2.509 1.611
C -2.333 3.433 1.379
C -1.816 4.788 0.906
C -0.813 1.707 0.637
S 0.721 0.797 0.787
N -1.425 1.723 -0.518
C -1.622 0.693 -1.383
O -1.366 -0.493 -1.073
C -2.216 1.001 -2.681
C -2.584 2.309 -3.015
C -3.176 2.561 -4.238
C -3.387 1.525 -5.140
C -2.998 0.227 -4.823
C -2.421 -0.036 -3.597
H -0.955 1.702 4.901
H -1.545 0.679 3.574
H -2.438 2.122 4.052
H 0.396 2.131 2.878
H -0.565 3.568 3.274
H -2.884 3.544 2.312
H -2.991 2.998 0.631
H -1.200 5.264 1.669
H -2.661 5.443 0.701
H -1.226 4.679 -0.003
H -2.415 3.107 -2.306
H -3.484 3.566 -4.491
H -3.865 1.726 -6.089
H -3.161 -0.572 -5.533
H -2.131 -1.043 -3.328
C 2.156 -0.869 5.299
N 1.474 -0.794 4.019
C 0.428 -1.749 3.627
C 0.103 -1.275 2.241
O -0.637 -1.724 1.423
N 0.841 -0.141 1.991
C 1.719 0.047 3.024
N 2.633 1.002 3.031
H 1.460 -1.260 6.038
H 2.474 0.121 5.621
H 3.019 -1.535 5.250
H -0.435 -1.700 4.296
H 0.796 -2.777 3.592
H 2.829 1.488 2.169
H 3.392 0.959 3.696
F 2.044 -1.683 0.302
P 3.004 -3.061 0.991
F 2.852 -2.310 2.420
F 4.274 -2.192 0.667
F 2.979 -3.659 -0.488
F 3.753 -4.285 1.601
F 1.536 -3.718 1.255
```

The net charge is +2. The spin multiplicity is 2. As for the LUMO energy (alpha / beta): -6.62 / -6.35 eV. The calculation puts the relative energy (zero: lowest compared OMol25 entry of this formula, charge and spin) at 157.5 kJ/mol.

---

# 5
Molecular formula: C31H25BrCdCl3N7OS
Method: DFT, ωB97M-V/def2-TZVPD

XYZ file:
```
70
Properties=species:S:1:pos:R:3
Cd 0.152 1.277 0.263
O -1.521 1.275 -1.205
C -2.576 0.562 -1.185
C -3.259 0.328 -2.422
C -4.430 -0.375 -2.512
C -5.026 -0.910 -1.363
C -4.388 -0.724 -0.154
C -3.181 -0.024 -0.017
C -2.596 0.059 1.326
N -1.580 0.794 1.757
C -1.482 0.596 3.113
C -2.442 -0.267 3.522
N -3.155 -0.589 2.391
H -2.787 0.747 -3.303
H -4.894 -0.525 -3.482
H -5.952 -1.468 -1.417
H -4.866 -1.138 0.726
H -0.727 1.095 3.697
H -2.672 -0.687 4.485
H -3.770 -1.379 2.308
C 2.661 0.698 -4.385
C 3.201 0.928 -3.003
C 4.055 0.024 -2.383
C 4.573 0.308 -1.132
C 4.182 1.505 -0.555
Br 4.859 1.933 1.191
N 3.377 2.373 -1.098
C 2.875 2.074 -2.292
H 3.336 1.114 -5.138
H 1.686 1.173 -4.498
H 2.541 -0.366 -4.586
H 4.288 -0.919 -2.864
H 5.200 -0.389 -0.597
H 2.165 2.790 -2.693
Cl 0.270 -2.212 -0.403
C 1.119 -3.389 -0.946
C 1.763 -4.353 -1.594
C 1.247 -4.575 -2.968
C 0.406 -3.835 -3.751
C -0.266 -2.510 -3.674
Cl -1.840 -2.545 -4.504
C 0.146 -1.268 -3.375
N 0.434 -0.382 -2.501
H 2.612 -4.915 -1.214
H 1.571 -5.492 -3.468
H 0.064 -4.372 -4.632
Cl -2.867 -3.969 1.717
C -1.368 -3.128 1.369
C -0.549 -2.817 2.445
C 0.685 -1.992 2.285
C 0.775 -1.861 0.974
N 0.356 -1.098 -1.336
C -1.188 -2.767 -0.048
H -0.872 -3.178 3.422
H 1.339 -1.668 3.082
H 1.652 0.415 0.128
H -2.023 -2.842 -0.738
C 0.028 5.469 4.934
C 0.532 4.486 3.911
C 1.293 3.384 4.289
C 1.560 2.472 3.281
N 1.145 2.633 2.043
C 0.489 3.786 1.714
S 0.063 3.995 0.069
N 0.177 4.714 2.658
H 0.704 5.548 5.787
H -0.946 5.136 5.302
H -0.106 6.445 4.471
H 1.625 3.233 5.308
H 2.123 1.559 3.470
```

The net charge is -2. As for the LUMO energy: 4.35 eV. The calculation puts the relative energy (zero: lowest compared OMol25 entry of this formula, charge and spin) at 2130.9 kJ/mol.

---

# 6
Molecular formula: C3H7N3
Method: DFT, ωB97M-V/def2-TZVPD

XYZ file:
```
13
Properties=species:S:1:pos:R:3
C -0.680 0.565 -0.095
C 1.560 -0.400 0.004
C 2.828 -0.201 0.036
H -3.214 -0.966 0.023
H -2.746 0.020 1.442
H -0.994 1.528 -0.077
H 1.105 1.516 0.082
H 1.221 -1.448 0.505
H 3.100 0.779 -0.527
H 3.690 -0.917 0.400
N -2.698 -0.081 0.094
N -1.347 -0.548 -0.402
N 0.558 0.587 0.092
```

The net charge is 0. As for the LUMO energy: 0.70 eV. The calculation puts the relative energy (zero: lowest compared OMol25 entry of this formula, charge and spin) at 511.0 kJ/mol.

---

no.,E (hartree)
1,-2392.15748
2,-794.11734
3,-966.54382
4,-4273.82563
5,-6174.63817
6,-282.57962